# 1
Density functional theory data (ωB97M-V/def2-TZVPD) for 14 unconnected molecules or ions with the total composition C13H3Cl53O2PS.

Properties
max |F|	3.4	eV/Å
charge	+1
E_tot	-25776.86808	Ha
spin multiplicity	1
orbital gap	6.763	eV
E_LUMO	-0.1967	hartree

```
73
Properties=species:S:1:pos:R:3:lowdin_charge:R:1
Cl 4.760 9.238 -0.840 0.5024
Cl 4.225 10.994 1.397 0.5109
Cl 2.955 -7.888 7.222 0.4694
Cl 0.501 -4.871 -0.601 0.4676
Cl -1.686 6.583 -1.437 0.5156
Cl -7.473 -2.141 -8.635 0.4794
Cl 1.311 8.855 2.231 0.4718
Cl 3.406 -4.764 5.797 0.5060
Cl -1.241 6.813 1.412 0.5211
Cl 5.470 -5.907 7.476 0.5254
Cl -2.111 -2.758 -7.552 0.5168
Cl -0.957 13.364 7.950 0.5240
Cl -9.202 -7.005 -4.177 0.5414
Cl -3.465 -4.337 -5.535 0.4964
Cl 0.651 11.898 9.859 0.5204
Cl 0.547 7.136 -3.439 0.4704
Cl 6.162 -3.938 5.473 0.5248
Cl -6.535 -7.262 -3.080 0.4929
Cl -0.742 -6.840 -2.789 0.4667
Cl 0.588 11.077 7.082 0.4695
Cl -0.317 8.893 4.620 0.5077
Cl 1.538 11.057 4.095 0.4966
Cl 2.322 -10.503 8.289 0.5318
Cl 0.665 -8.227 8.959 0.5241
Cl -1.345 -7.995 -5.373 0.5334
Cl 6.908 10.013 0.939 0.5293
Cl -1.325 4.200 0.167 0.4918
Cl 0.529 0.958 -3.448 0.5712
Cl 0.918 5.965 -0.302 0.4862
Cl -8.394 -4.139 -10.520 0.5353
Cl 1.276 2.534 -1.142 0.5175
Cl 5.343 -6.596 4.671 0.5319
Cl 2.370 9.147 -4.442 0.5314
Cl -1.049 0.814 -1.029 0.5287
Cl -10.076 -3.362 -8.299 0.5363
Cl 2.268 -7.065 -1.285 0.5354
Cl 4.848 8.201 1.861 0.4955
Cl -1.380 -9.655 -3.002 0.5330
Cl 3.343 -8.434 10.035 0.5251
Cl -0.844 10.768 2.479 0.5360
Cl -3.444 -7.667 -3.410 0.4863
Cl -3.331 -5.285 -8.265 0.5244
Cl 2.086 6.628 -5.839 0.5277
Cl 1.605 -0.342 -1.098 0.4880
Cl -7.699 -4.933 -7.826 0.4477
Cl 3.403 6.715 -3.262 0.4958
Cl 3.549 -3.047 -0.146 0.2331
Cl -7.597 -9.330 -4.806 0.5386
Cl 2.117 -6.139 1.448 0.5166
Cl -6.885 -6.745 -5.894 0.4683
Cl -0.116 -7.563 0.282 0.5309
Cl 1.930 13.526 7.837 0.5205
Cl -5.000 -3.015 -7.610 0.4641
S 2.070 -0.986 2.291 0.7975
P 3.759 -2.250 1.764 0.4646
O 2.745 0.533 2.348 -0.3519
O 3.651 -3.560 2.824 -0.4278
C 2.320 -8.765 8.626 -2.0316
C 0.553 12.466 8.183 -2.0342
C -0.835 5.891 -0.041 -2.0001
C -7.559 -7.588 -4.490 -2.0104
C 2.100 7.407 -4.248 -2.0261
C -8.408 -3.647 -8.818 -1.9942
C 1.190 -6.414 -0.041 -2.0290
C 0.588 0.998 -1.683 -2.0091
C 0.423 9.895 3.357 -2.0143
C 5.098 -5.303 5.857 -2.0343
C -1.728 -8.041 -3.645 -2.0107
C 5.185 9.613 0.839 -2.0376
C -3.477 -3.847 -7.240 -2.0176
H 3.132 0.564 3.241 0.0799
H 2.713 -3.588 3.075 0.0055
H 1.101 -1.004 1.303 -0.0316
```

# 2
Density functional theory data (ωB97M-V/def2-TZVPD) for 8 unconnected molecules or ions with the total composition C3H20NO9.

Properties
energy relative to the best compared isomer or geometry (same formula, charge and spin)	1.338	eV
max |F|	5.0	eV/Å
charge	-1
E_tot	-858.28630	Ha
spin multiplicity	1
orbital gap	9.062	eV
E_LUMO	0.1070	hartree

```
33
Properties=species:S:1:pos:R:3:lowdin_charge:R:1
O -0.073 0.053 3.147 -0.0374
O -0.525 2.741 0.395 -0.0096
O 0.276 0.432 -0.694 -0.3170
O 1.900 0.631 1.449 -0.0719
O 2.597 0.496 -1.894 -0.0956
O -2.097 1.520 2.199 -0.0788
O -0.582 -1.578 1.077 -0.0388
O -2.952 -0.466 0.617 -0.1138
O 3.692 -0.902 0.136 -0.1160
N -1.252 -0.936 -1.794 -0.0703
C -0.406 -2.010 -1.256 -0.1628
C -0.550 0.425 -1.743 -0.3497
C 0.168 -1.564 0.095 -0.2134
H -1.523 2.003 1.608 -0.0218
H 1.775 0.606 -1.375 -0.0130
H -0.067 1.932 0.075 0.0186
H -0.223 -0.616 2.547 -0.0513
H -1.592 -1.148 -2.764 0.1191
H -2.760 -0.390 -0.370 0.0540
H -0.753 0.700 2.916 0.0042
H -2.499 0.827 1.644 -0.0056
H -1.038 3.005 -0.278 -0.0250
H 2.290 -0.187 -2.569 0.0804
H 1.256 -1.394 0.206 0.1131
H 3.132 -0.476 0.816 -0.0145
H 1.289 0.700 0.698 -0.0064
H -2.194 -1.005 0.978 0.0248
H 0.386 -2.299 -1.969 0.1071
H -1.024 -2.905 -1.120 0.1166
H 1.224 0.489 2.138 0.0050
H -1.357 1.170 -1.609 0.1100
H 0.034 0.554 -2.659 0.1034
H 3.448 -0.409 -0.649 -0.0437
```

# 3
Density functional theory data (ωB97M-V/def2-TZVPD) for a gas-phase ion, C2HO5S (charge -1).

Properties
energy relative to the best compared isomer or geometry (same formula, charge and spin)	1.252	eV
max |F|	4.3	eV/Å
charge	-1
E_tot	-851.21499	Ha
spin multiplicity	1
orbital gap	8.854	eV
E_LUMO	0.1387	hartree

```
9
Properties=species:S:1:pos:R:3:lowdin_charge:R:1
S 0.753 1.006 -1.554 0.8280
O -1.636 -0.315 0.776 0.1082
O 2.092 0.431 -1.634 -0.5033
O 0.068 0.498 2.236 0.0937
O -0.406 -0.602 -1.258 -0.2738
O 0.499 1.608 -0.169 -0.5027
C -0.428 0.096 1.226 -0.4759
C -0.517 -0.794 0.072 -0.4378
H -0.424 -1.927 0.306 0.1635
```

# 4
Density functional theory data (ωB97M-V/def2-TZVPD) for a molecular structure, C56H69As3MnN2OP2.

Properties
energy relative to the best compared isomer or geometry (same formula, charge and spin)	1.476	eV
max |F|	0.8	eV/Å
charge	+3
E_tot	-10900.24390	Ha
spin multiplicity	5
orbital gap (spin up / spin down)	4.936 / 7.227	eV
E_LUMO (spin up / spin down)	-0.3631 / -0.2795	hartree

```
134
Properties=species:S:1:pos:R:3:lowdin_charge:R:1
As -5.881 -1.956 -0.002 1.1265
As -1.789 -0.892 0.763 1.2263
As -1.884 1.102 -1.756 1.1565
Mn 0.222 0.376 -0.167 0.3471
P 1.369 -1.742 0.772 1.0707
P 0.108 2.449 1.236 1.0512
O 2.040 0.492 2.415 -0.0379
N 1.920 -0.247 -4.263 -0.0410
N 0.712 -0.194 -2.134 0.0927
C 4.036 -2.355 1.387 -0.0592
C -3.481 4.399 1.436 -0.0538
C -3.772 4.318 2.790 -0.0411
C 1.175 -0.307 -5.556 -0.0970
C -7.183 -2.543 -1.334 -0.3161
C -2.591 -2.078 -0.542 -0.3245
C 2.682 -3.707 -2.523 -0.0550
C 3.400 -0.333 -4.329 -0.1121
C 5.652 1.424 4.507 -0.0217
C 0.345 -2.371 2.112 -0.3783
C -1.089 -1.953 2.261 -0.4120
C 2.700 2.877 -1.811 -0.0633
C 2.476 -2.751 -1.547 -0.1289
C 2.003 2.493 -0.673 -0.1500
C 1.163 -5.195 -1.396 -0.0421
C 2.970 1.295 -6.221 -0.1684
C -1.099 1.978 -3.316 -0.2412
C -2.865 3.726 3.660 -0.0463
C 1.615 -3.015 -0.477 -0.3681
C 2.257 1.768 2.911 -0.1880
C -3.118 0.159 1.686 -0.2216
C 0.463 4.320 -0.971 -0.0668
C 3.654 0.301 5.520 0.0096
C 2.109 0.124 -6.681 -0.1606
C 3.948 0.853 -5.121 -0.1480
C -1.968 -3.100 2.787 -0.3322
C -3.815 -2.676 -2.584 -0.0481
C -1.374 3.288 1.817 -0.3712
C -2.108 -4.354 1.899 -0.0339
C 1.369 2.752 2.494 -0.2803
C -2.287 3.882 0.952 -0.1229
C 5.186 -2.164 2.133 -0.0314
C 1.164 4.702 -2.106 -0.0444
C 0.872 3.204 -0.245 -0.3650
C -6.924 -0.465 0.720 -0.3246
C 5.274 -1.094 3.012 0.0274
C 2.568 4.346 3.841 -0.0279
C -4.710 -0.825 -1.157 -0.3666
C 4.237 0.911 4.230 -0.4210
C -1.322 -3.501 4.101 -0.0170
C -3.445 2.259 -1.577 -0.2539
C 3.448 3.343 4.223 0.0243
C -3.429 -1.490 -1.683 -0.6744
C 3.122 -0.361 2.366 -0.2048
C 0.856 -3.099 3.121 -0.0350
C -1.670 3.213 3.181 -0.0990
C 0.962 -4.241 -0.405 -0.0689
C 1.296 -0.234 -3.141 -0.2393
C 1.535 4.053 2.973 -0.0614
C -2.592 -0.538 -2.557 -0.3172
C 2.020 -4.930 -2.452 -0.0391
C 4.238 -0.173 3.163 -0.0771
C 2.272 3.980 -2.534 -0.0513
C 3.317 2.034 3.769 -0.0772
C 2.985 -1.445 1.498 -0.2759
C 0.009 -3.515 4.233 -0.0432
H 6.106 1.869 3.621 0.1105
H -2.065 3.961 -0.104 0.0583
H 3.636 -1.286 -4.804 0.1282
H 2.645 -0.083 5.359 0.0939
H 3.782 -0.367 -3.307 0.1199
H 4.900 0.546 -5.556 0.1276
H 1.494 0.394 -7.539 0.1294
H -1.902 -4.164 0.849 0.0449
H -4.175 4.881 0.759 0.1208
H -3.997 2.103 -0.656 0.0130
H 4.283 -0.520 5.866 0.1010
H 3.949 -3.214 0.734 0.1141
H 0.333 0.385 -5.475 0.1135
H -2.930 -3.139 -3.026 0.0946
H 3.611 1.056 6.306 0.1021
H 6.293 0.618 4.860 0.0868
H 3.591 2.338 -2.106 0.1088
H 5.648 2.164 5.305 0.0874
H -4.345 -3.448 -2.024 0.0796
H -1.115 -1.182 3.049 0.1229
H 4.166 1.684 -4.449 0.0989
H 2.314 2.085 -5.843 0.1121
H 0.474 -3.885 5.136 0.1205
H -4.465 -2.340 -3.393 0.1030
H -0.965 2.771 3.875 0.1144
H -7.231 0.221 -0.069 0.0347
H 0.664 -6.152 -1.329 0.1210
H -3.081 3.676 4.719 0.1211
H 6.170 -0.987 3.606 0.1234
H 2.409 1.683 -0.058 0.0978
H 2.819 4.303 -3.411 0.1195
H -7.547 -1.701 -1.922 0.0362
H 1.907 -3.370 3.131 0.1254
H 0.856 4.838 2.661 0.1229
H -1.708 -1.062 -2.934 0.0714
H 3.374 -3.517 -3.334 0.1101
H -4.696 4.730 3.171 0.1216
H -1.961 -3.867 4.896 0.1322
H -0.016 2.019 -3.256 0.0038
H -3.110 3.291 -1.631 0.0242
H -2.668 0.567 2.589 0.0395
H -1.771 -2.689 -0.930 0.0869
H -6.355 0.076 1.476 0.0072
H -2.963 -2.702 3.004 0.1349
H 2.188 -5.681 -3.212 0.1217
H -1.426 -5.139 2.226 0.0940
H 3.517 1.725 -7.058 0.1240
H 0.325 -4.472 0.436 0.0868
H -3.920 -0.535 1.948 0.0333
H -3.504 0.975 1.082 0.0116
H -8.022 -3.003 -0.813 0.0330
H 2.733 -0.712 -7.003 0.1260
H -0.372 4.922 -0.638 0.1045
H -3.183 -0.240 -3.427 0.1002
H -4.091 2.055 -2.432 0.0590
H -3.218 -2.715 0.088 0.0313
H -7.816 -0.868 1.197 0.0329
H 3.012 -1.809 -1.593 0.0933
H -1.416 1.451 -4.217 0.0394
H 0.797 -1.321 -5.693 0.1327
H 6.006 -2.864 2.052 0.1230
H -3.120 -4.754 1.964 0.0957
H -5.298 -0.463 -2.006 0.0929
H 2.699 5.351 4.216 0.1236
H -4.480 0.051 -0.551 0.0124
H -6.746 -3.290 -1.993 0.0154
H -1.488 2.993 -3.350 0.0411
H 4.253 3.593 4.898 0.1228
H 0.856 5.584 -2.652 0.1244
```

# 5
Density functional theory data (ωB97M-V/def2-TZVPD) for a molecular structure, C29H28ClCoN8.

Properties
energy relative to the best compared isomer or geometry (same formula, charge and spin)	0.000	eV
max |F|	0.7	eV/Å
charge	+2
E_tot	-3402.41437	Ha
spin multiplicity	1
orbital gap (spin up / spin down)	5.651 / 5.657	eV
E_LUMO (spin up / spin down)	-0.2597 / -0.2595	hartree

```
67
Properties=species:S:1:pos:R:3:lowdin_charge:R:1
Co -0.177 0.289 0.120 0.5387
Cl -4.150 -0.623 -3.711 0.7543
N -1.812 4.030 -0.981 0.1333
N 0.097 -1.531 0.742 0.0107
N 1.547 0.414 -0.744 0.1857
N 0.218 1.488 1.630 0.0515
N -1.986 0.867 2.101 0.1775
N -0.841 -0.638 -1.574 0.0201
N -1.678 0.035 1.203 -0.0369
N -0.857 2.092 -0.663 0.0477
C 0.089 3.571 3.445 -0.0048
C 3.927 -3.245 1.111 -0.0685
C 2.561 0.483 -1.268 -0.0662
C -0.489 4.212 -1.294 -0.0344
C -2.618 -1.104 -3.096 -0.6240
C -1.103 -2.133 0.920 -0.1924
C -2.696 -3.894 1.324 -0.0266
C -0.195 -1.713 -2.050 -0.1002
C 2.955 -3.910 0.384 -0.0572
C 1.684 -3.367 0.235 -0.0463
C -1.411 -3.511 1.036 0.0118
C 1.280 2.265 1.841 -0.0933
C 0.093 3.012 -1.089 -0.1071
C -2.021 -0.328 -2.118 -0.1137
C -2.013 2.755 -0.603 -0.3364
C 1.368 -2.146 0.829 -0.2793
C -0.728 -2.527 -3.028 -0.0025
C -0.925 1.753 2.300 -0.2793
C -3.391 2.293 -0.254 0.0052
C 4.389 2.002 -1.978 -0.0654
C 3.623 -2.018 1.691 -0.0673
C 3.855 0.565 -1.939 -0.1633
C -3.480 -1.637 1.530 0.0001
C -3.743 -2.973 1.573 -0.0518
C -1.023 2.775 3.227 0.0376
C 2.358 -1.476 1.550 -0.0460
C 1.257 3.317 2.737 -0.0110
C -1.977 -2.240 -3.553 -0.0343
C -2.187 -1.235 1.151 -0.1923
H 4.556 2.387 -0.973 0.0839
H 5.339 2.009 -2.506 0.0918
H -0.166 -3.383 -3.376 0.1277
H 1.120 2.742 -1.241 0.0866
H 0.786 -1.909 -1.647 0.0946
H 4.533 -0.100 -1.399 0.1346
H -2.434 -2.866 -4.307 0.1303
H -2.532 4.733 -1.038 0.1805
H -4.729 -3.332 1.827 0.1178
H -0.645 -4.264 0.947 0.1048
H -3.810 2.918 0.535 0.1024
H -3.414 1.264 0.082 0.0515
H -4.226 -0.894 1.779 0.1230
H 2.143 3.917 2.881 0.1242
H -2.509 0.564 -1.784 0.0775
H 2.176 2.020 1.286 0.1141
H -4.042 2.381 -1.127 0.1035
H -0.094 5.154 -1.630 0.1318
H 3.704 2.664 -2.506 0.0822
H 2.106 -0.540 2.036 0.0961
H 0.960 -3.886 -0.377 0.1034
H 3.181 -4.861 -0.079 0.1159
H -2.915 -4.952 1.381 0.1231
H 4.910 -3.679 1.234 0.1138
H -1.952 2.908 3.763 0.1325
H 3.730 0.159 -2.944 0.1367
H 4.369 -1.495 2.276 0.1120
H 0.053 4.371 4.173 0.1297
```

Q: Among the records above, which one has the highest max |F|?
A: C3H20NO9

Q: Which of these has the highest spin multiplicity?
A: C56H69As3MnN2OP2